{
  "formula": "C44H30Cl6F3O2P2STi",
  "method": "the ωB97M-V functional and the def2-TZVPD basis",
  "species": ["Ti", "C", "C", "C", "C", "C", "C", "P", "C", "C", "C", "C", "C", "C", "C", "C", "C", "C", "C", "C", "H", "H", "H", "H", "H", "H", "H", "H", "H", "H", "H", "H", "H", "H", "Cl", "C", "C", "Cl", "C", "Cl", "C", "O", "C", "O", "C", "Cl", "Cl", "C", "C", "C", "C", "C", "Cl", "C", "S", "H", "H", "H", "C", "P", "C", "C", "C", "C", "C", "C", "C", "C", "C", "C", "C", "C", "H", "H", "H", "H", "H", "H", "H", "H", "H", "H", "H", "H", "H", "F", "C", "F", "F"],
  "positions_angstrom": [[-0.45606, 1.09496, 0.21826], [3.57972, -4.51137, 3.17975], [3.20826, -4.20575, 1.86440], [2.29149, -3.18717, 1.61690], [1.75404, -2.48868, 2.72130], [2.09072, -2.90035, 3.96424], [2.98472, -3.89131, 4.23238], [0.72975, -0.91473, 2.32548], [0.65938, -0.19384, 4.01995], [1.85597, 0.35669, 4.38767], [2.02023, 1.05145, 5.63157], [0.89827, 1.08896, 6.52184], [-0.32276, 0.62065, 6.12584], [-0.45618, -0.06955, 4.88751], [-1.00323, -1.33977, 2.06201], [-1.66222, -2.28691, 2.85717], [-3.05973, -2.44026, 2.70913], [-3.71990, -1.69835, 1.71741], [-3.06955, -0.63108, 1.10217], [-1.70514, -0.47782, 1.21361], [4.28100, -5.29650, 3.39466], [3.59164, -4.80281, 1.03255], [2.07233, -2.88980, 0.58238], [1.74327, -2.33671, 4.82090], [3.30047, -4.22493, 5.26657], [2.66678, 0.30796, 3.66587], [2.97016, 1.53460, 5.81708], [1.08063, 1.61005, 7.42165], [-1.19492, 0.77987, 6.76171], [-1.39587, -0.50522, 4.51272], [-1.15284, -2.95080, 3.54862], [-3.60970, -3.26249, 3.22182], [-4.74505, -1.79738, 1.58412], [-3.70413, -0.00314, 0.44268], [3.21203, 6.68242, 1.96050], [2.33311, 5.46670, 1.00271], [1.69269, 5.92242, -0.11195], [1.95098, 7.52365, -0.70432], [0.99801, 4.97255, -0.88567], [0.18705, 5.49846, -2.39382], [0.80115, 3.66472, -0.45362], [0.02013, 2.82058, -1.05208], [1.35008, 3.26038, 0.81845], [1.04624, 2.08350, 1.17386], [2.18101, 4.18446, 1.51238], [2.91171, 3.72291, 3.04104], [3.06249, 0.49499, -0.35689], [3.08989, -0.63719, -1.63047], [4.23167, -0.79849, -2.39853], [4.38418, -1.82306, -3.37729], [3.25236, -2.59289, -3.71615], [2.02502, -2.31205, -3.10793], [0.70365, -3.39964, -3.46437], [1.92758, -1.39053, -1.90653], [0.35469, -1.28031, -0.99604], [5.11024, -0.21597, -2.15705], [5.28291, -2.01423, -3.84236], [3.26486, -3.33204, -4.56189], [-2.93787, 2.62387, -2.59828], [-2.00338, 1.06967, -2.21944], [-0.97639, 0.83031, -3.68424], [-0.07436, 1.86233, -3.93172], [0.85930, 1.72411, -4.88916], [1.01535, 0.52014, -5.59807], [0.12708, -0.47940, -5.33461], [-0.91011, -0.34793, -4.43867], [-3.24279, -0.20141, -2.46806], [-4.52348, -0.01061, -3.00123], [-5.47451, -0.97153, -3.10211], [-5.11452, -2.25932, -2.80505], [-3.84759, -2.57217, -2.39347], [-2.89013, -1.54935, -2.16679], [-3.38255, 2.66839, -3.56577], [-2.29394, 3.49141, -2.38206], [-3.75131, 2.70906, -1.83741], [-0.17475, 2.79016, -3.34619], [1.64402, 2.45029, -5.02156], [1.92222, 0.39014, -6.19784], [0.34512, -1.43084, -5.80582], [-1.61603, -1.16244, -4.29846], [-4.84067, 0.90947, -3.30972], [-6.42180, -0.80235, -3.53359], [-5.82928, -3.06633, -2.79830], [-3.56077, -3.64778, -2.22411], [-1.89144, -1.80501, -1.88078], [-1.90734, 1.98845, 2.82209], [-1.76386, 2.38649, 1.51777], [-3.09766, 2.61503, 1.13472], [-1.28179, 3.63729, 1.53403]],
  "lowdin_charge": [0.775, -0.132, -0.089, -0.078, -0.300, -0.137, -0.123, 1.082, -0.380, -0.143, -0.060, -0.119, -0.099, -0.045, -0.467, -0.120, -0.101, -0.100, -0.137, -0.297, 0.084, 0.098, 0.070, 0.100, 0.119, 0.098, 0.083, 0.071, 0.094, 0.095, 0.096, 0.092, 0.065, 0.100, 0.552, -0.692, -0.750, 0.599, -0.541, 0.604, -0.408, -0.235, -0.430, -0.237, -0.580, 0.637, 0.772, -0.716, -0.123, -0.100, -0.160, -0.650, 0.616, -0.596, 0.557, 0.089, 0.055, 0.101, -0.232, 1.007, -0.345, -0.111, -0.091, -0.095, -0.141, -0.086, -0.358, -0.098, -0.106, -0.131, -0.079, -0.100, 0.025, 0.028, 0.057, 0.069, 0.099, 0.102, 0.088, 0.094, 0.062, 0.087, 0.090, 0.119, 0.005, 0.016, -0.547, -0.037, 0.051],
  "e_above_lowest_kj_mol": 118.7,
  "max_force_ev_per_a": 3.82,
  "spin_multiplicity": 2,
  "total_charge": -2,
  "homo_lumo_gap_ev": [6.2371, 6.2770]
}